Entry 1:
308
Properties=species:S:1:pos:R:3:forces:R:3:lowdin_charge:R:1 method="wB97M-V/def2-TZVPD" smiles=CC1(C)CCCC(C)(C)N1O.CC1(C)CCCC(C)(C)N1O.CC1(C)CCCC(C)(C)N1O.CC1(C)CCCC(C)(C)N1O.CC1(C)CCCC(C)(C)N1O.CC1(C)CCCC(C)(C)N1O.CC1(C)CCCC(C)(C)N1O.CC1(C)CCCC(C)(C)N1O.COC[C@H](C)N.COC[C@H](C)N.COC[C@H](C)N.COC[C@H](C)N largest_force_ev_per_a=3.99 lumo_energy_ev=0.53 homo_energy_ev=-7.878 e_tot_ha=-5029.98698
C -0.420 -1.168 8.193 -0.1 -0.2 0.5 -0.039
C -1.684 -1.580 7.437 -0.1 0.4 -0.7 -0.498
C -2.842 -1.180 8.387 0.3 0.6 -1.4 -0.018
C -1.766 -0.694 6.170 -0.8 -1.2 0.5 -0.117
C -2.839 -1.212 5.208 0.4 2.1 -0.4 -0.212
C -2.565 -2.619 4.904 1.3 -1.3 -1.3 -0.159
C -2.418 -3.584 6.117 -0.8 -0.4 -1.9 -0.519
C -3.839 -3.846 6.639 -0.2 0.7 1.1 -0.010
C -1.804 -4.907 5.589 -2.0 0.2 0.5 -0.016
N -1.531 -3.012 7.035 1.5 1.9 1.6 -0.086
O -1.505 -3.744 8.255 0.8 -1.0 0.1 -0.029
H 0.505 -1.543 7.717 -0.5 0.1 0.2 0.081
H -0.381 -0.061 8.201 0.1 -0.6 0.3 0.093
H -0.570 -1.593 9.216 0.8 0.6 -0.6 0.091
H -2.721 -0.075 8.492 -0.5 -0.8 0.2 0.100
H -3.842 -1.441 8.039 0.1 0.2 0.0 0.076
H -2.643 -1.641 9.311 -0.1 -0.5 1.4 0.056
H -2.018 0.285 6.558 0.4 0.5 -0.3 0.099
H -0.782 -0.773 5.744 0.5 0.5 -0.6 0.105
H -3.801 -1.131 5.641 -1.2 0.2 0.9 0.083
H -2.943 -0.543 4.289 0.4 -1.0 0.9 0.113
H -1.688 -2.579 4.181 -0.7 -0.8 1.0 0.123
H -3.400 -3.087 4.416 -0.3 0.0 -0.8 0.091
H -3.872 -3.963 7.746 0.2 -0.2 -0.8 0.096
H -4.250 -4.721 6.163 -0.3 -0.3 -0.1 0.074
H -4.481 -2.984 6.415 0.0 -0.3 0.0 0.076
H -1.641 -5.529 6.439 0.7 -0.5 0.8 0.074
H -0.930 -4.750 4.998 0.5 -0.1 -0.3 0.045
H -2.594 -5.483 5.077 0.4 0.4 -0.4 0.083
H -0.677 -4.279 8.207 -0.9 0.7 0.0 0.125
C -7.718 -0.479 -1.309 -0.5 0.3 1.0 -0.042
C -7.447 -1.802 -0.606 1.1 0.4 0.4 -0.553
C -8.724 -2.573 -0.381 -0.3 0.3 0.9 -0.023
C -6.546 -2.548 -1.571 0.1 0.2 -0.4 -0.166
C -5.787 -3.691 -1.012 -0.2 -0.1 3.7 -0.144
C -4.943 -3.222 0.268 -3.3 1.3 -1.6 -0.083
C -5.893 -2.549 1.322 0.9 0.1 -0.5 -0.479
C -6.725 -3.606 2.072 -0.2 0.8 -0.1 -0.013
C -4.988 -1.791 2.289 0.4 -0.7 1.5 -0.047
N -6.622 -1.445 0.587 -1.2 -0.6 1.3 -0.019
O -7.541 -0.833 1.600 0.7 -1.5 -1.4 -0.068
H -8.261 -0.652 -2.246 0.2 0.3 0.2 0.091
H -8.311 0.149 -0.611 0.2 -0.1 -0.7 0.088
H -6.734 -0.029 -1.454 -0.3 0.3 -0.3 0.079
H -9.224 -2.322 0.575 0.3 -0.2 -0.6 0.098
H -9.358 -2.295 -1.190 -0.9 0.2 -0.5 0.069
H -8.586 -3.631 -0.508 0.1 -0.6 0.4 0.072
H -7.226 -2.852 -2.373 0.4 0.0 -0.3 0.132
H -5.786 -1.842 -1.920 -0.2 0.1 -0.4 0.122
H -6.433 -4.482 -0.603 -0.3 0.2 -0.2 0.101
H -5.209 -4.214 -1.698 1.4 -0.6 -1.5 0.078
H -4.215 -2.489 0.050 0.9 0.9 -0.8 0.084
H -4.437 -4.021 0.666 1.0 -2.1 1.2 0.061
H -7.062 -4.348 1.357 -0.5 -0.1 0.1 0.061
H -7.565 -3.060 2.553 0.4 -0.7 -0.2 0.090
H -6.122 -4.145 2.829 -0.2 0.5 -0.3 0.087
H -5.534 -1.298 3.128 0.2 -0.6 -0.5 0.094
H -4.472 -1.004 1.778 0.3 0.5 -0.5 0.048
H -4.190 -2.470 2.719 -1.0 0.6 -0.4 0.079
H -7.217 0.068 1.621 0.1 0.8 0.4 0.014
C 1.235 -3.456 3.893 0.9 -2.3 -0.3 -0.012
C 2.706 -3.078 4.241 -1.4 0.1 2.0 -0.518
C 2.667 -1.819 5.138 -0.9 0.1 -1.6 -0.007
C 3.288 -4.154 5.147 0.3 -0.8 0.2 -0.134
C 3.751 -5.376 4.369 -0.8 -1.7 1.1 -0.209
C 4.623 -5.055 3.213 -0.3 1.4 -0.3 -0.130
C 3.983 -3.907 2.306 1.2 -2.1 -0.4 -0.441
C 5.161 -3.367 1.459 -1.5 1.4 0.8 -0.022
C 2.858 -4.495 1.391 1.7 -1.2 0.2 -0.012
N 3.574 -2.811 3.158 -0.2 -0.3 -0.3 -0.097
O 2.825 -1.878 2.383 3.2 2.2 -0.9 -0.063
H 0.693 -2.776 3.287 -0.1 0.8 -0.8 0.046
H 1.191 -4.488 3.427 0.0 1.2 0.3 0.094
H 0.652 -3.570 4.785 -0.1 0.2 0.9 0.051
H 3.584 -1.255 5.066 0.5 -0.1 0.3 0.073
H 1.864 -1.150 4.826 -0.1 0.1 0.0 0.069
H 2.433 -2.184 6.100 -0.1 0.1 1.4 0.058
H 4.162 -3.739 5.678 -0.4 0.0 0.1 0.129
H 2.483 -4.453 5.868 0.9 0.3 -0.4 0.134
H 4.141 -6.207 5.046 0.0 1.2 -0.7 0.136
H 2.888 -5.856 3.932 -0.7 -0.2 0.0 0.090
H 4.834 -5.942 2.633 -0.1 -0.1 -0.5 0.120
H 5.567 -4.707 3.585 0.8 0.4 0.1 0.108
H 5.856 -4.044 1.098 1.0 -2.0 -0.5 0.059
H 5.741 -2.671 2.065 -0.2 0.2 0.0 0.071
H 4.766 -2.885 0.586 -0.2 0.7 -0.5 0.068
H 2.157 -3.755 1.144 -1.2 0.9 -0.1 0.051
H 2.403 -5.418 1.781 -0.1 0.5 0.2 0.081
H 3.307 -4.814 0.447 0.2 0.1 0.0 0.068
H 3.626 -1.221 2.264 -2.5 -0.9 0.0 0.127
C 0.455 7.342 2.000 -0.1 -0.5 1.5 -0.045
C -0.419 6.110 2.193 -0.2 0.0 0.2 -0.473
C -0.091 5.116 0.983 -0.7 0.8 -0.1 -0.016
C -0.053 5.449 3.536 -0.6 -1.9 0.3 -0.111
C -1.133 4.340 3.943 2.3 0.1 -1.6 -0.168
C -2.465 4.994 3.997 -0.4 0.9 -0.1 -0.160
C -2.884 5.800 2.756 -0.2 -1.9 -1.3 -0.498
C -3.224 4.804 1.562 -0.9 0.7 -0.1 -0.007
C -4.111 6.618 3.131 1.2 -0.3 0.3 -0.022
N -1.803 6.676 2.348 1.3 0.1 0.4 -0.091
O -2.124 7.375 1.155 -0.5 -1.1 -0.5 -0.026
H 0.162 7.792 1.098 0.0 0.8 -1.2 0.057
H 0.373 8.056 2.844 -0.1 -0.4 -0.4 0.103
H 1.457 6.982 1.951 1.0 0.1 -0.2 0.075
H -0.153 5.634 0.003 -0.1 0.1 0.6 0.087
H 0.963 4.786 1.054 -0.6 -0.1 0.2 0.074
H -0.808 4.281 0.882 0.7 0.2 0.3 0.040
H 0.952 4.949 3.428 -0.8 0.7 0.3 0.117
H -0.058 6.152 4.365 0.3 0.4 -0.2 0.113
H -1.016 3.604 3.119 -0.6 0.0 0.5 0.090
H -0.829 3.823 4.867 -0.2 0.3 -0.2 0.108
H -2.494 5.646 4.865 0.1 0.5 0.2 0.127
H -3.299 4.353 4.155 -0.6 -1.0 0.1 0.081
H -2.621 3.902 1.551 0.1 0.0 0.1 0.031
H -3.130 5.337 0.606 0.5 -0.1 0.2 0.084
H -4.282 4.497 1.483 0.2 0.0 0.8 0.075
H -4.823 6.002 3.681 -0.2 0.0 -0.3 0.084
H -4.488 7.026 2.212 -0.6 0.5 -0.1 0.077
H -3.705 7.352 3.829 -0.5 0.5 -0.2 0.091
H -2.136 8.293 1.389 0.0 0.7 0.4 0.096
C 4.407 0.227 -8.366 2.2 0.9 0.4 -0.065
C 3.001 -0.123 -8.158 -1.5 -1.3 2.0 -0.490
C 2.127 0.780 -9.011 1.1 0.3 -1.7 -0.012
C 2.780 -1.592 -8.564 0.4 0.4 -0.5 -0.147
C 1.513 -2.166 -8.018 -0.4 -0.4 0.9 -0.187
C 1.434 -1.972 -6.507 1.0 -1.1 0.5 -0.140
C 1.566 -0.534 -6.015 0.2 0.3 -0.7 -0.489
C 0.277 0.202 -6.375 -0.1 -0.3 1.0 -0.012
C 1.849 -0.521 -4.494 0.1 -0.5 -1.4 0.008
N 2.789 -0.017 -6.644 0.7 -0.7 -1.0 -0.057
O 2.885 1.346 -6.386 -1.0 1.1 -0.9 -0.069
H 5.154 -0.419 -7.910 -0.3 -0.4 0.4 0.091
H 4.751 0.316 -9.369 -0.3 -0.2 -1.3 0.084
H 4.592 1.214 -7.968 0.0 0.4 0.3 0.070
H 2.738 1.647 -9.329 -0.4 -0.4 -0.1 0.089
H 1.900 0.147 -9.877 0.0 0.6 -0.3 0.086
H 1.198 1.184 -8.717 -0.8 0.2 1.1 0.049
H 2.751 -1.620 -9.675 0.3 -0.2 0.6 0.125
H 3.641 -2.182 -8.205 -0.3 0.1 -0.1 0.125
H 0.611 -1.715 -8.390 -0.4 0.3 -0.9 0.103
H 1.481 -3.247 -8.230 -0.2 0.3 0.0 0.120
H 2.341 -2.475 -6.110 -0.7 -0.2 0.2 0.123
H 0.514 -2.457 -6.126 0.6 0.2 0.1 0.125
H -0.500 -0.375 -5.852 -0.2 0.5 -0.3 0.093
H 0.085 0.263 -7.421 -0.3 -0.6 -0.8 0.053
H 0.245 1.233 -6.076 0.1 0.5 0.7 0.063
H 0.924 -0.675 -3.988 -0.5 -0.7 0.7 0.056
H 2.226 0.395 -4.114 0.3 1.2 0.0 0.050
H 2.630 -1.264 -4.338 -0.4 -0.2 0.4 0.071
H 3.365 1.493 -5.579 0.6 -0.3 0.7 0.030
C 0.809 4.036 -6.949 0.3 0.3 -0.3 -0.007
C 1.778 5.231 -7.232 -0.1 -0.4 0.5 -0.482
C 2.361 5.161 -8.638 0.4 -0.7 0.1 -0.039
C 1.064 6.600 -7.185 -0.1 -0.6 0.5 -0.154
C 0.728 7.004 -5.786 0.1 -0.8 1.8 -0.179
C 2.026 7.001 -4.964 0.1 1.3 1.8 -0.151
C 2.744 5.656 -4.916 -0.3 -0.5 1.0 -0.512
C 4.148 5.819 -4.300 0.1 0.5 -1.0 -0.026
C 1.856 4.774 -3.894 3.1 -0.6 -1.8 -0.004
N 2.937 5.241 -6.281 0.3 -1.3 -1.0 -0.028
O 3.525 3.861 -6.294 -0.7 1.6 0.3 -0.050
H -0.013 4.121 -7.669 0.1 -0.3 0.1 0.090
H 1.327 3.072 -7.026 0.0 0.3 -0.4 0.053
H 0.381 4.003 -5.945 0.0 0.5 0.0 0.065
H 3.016 4.299 -8.727 0.2 -0.2 0.1 0.065
H 1.565 4.961 -9.360 0.0 0.6 -0.1 0.090
H 2.981 6.056 -8.829 -0.6 -0.4 -0.2 0.093
H 1.742 7.335 -7.605 0.0 0.2 -0.3 0.114
H 0.139 6.555 -7.760 0.2 -0.1 -0.4 0.125
H 0.196 7.967 -5.741 0.2 -0.3 0.1 0.119
H 0.116 6.213 -5.280 -0.1 0.9 -0.8 0.107
H 1.862 7.182 -3.852 -0.3 0.2 -1.3 0.139
H 2.683 7.831 -5.270 0.0 -0.4 -0.2 0.119
H 4.614 6.706 -4.776 0.0 -0.5 0.4 0.096
H 4.832 4.964 -4.384 -0.3 0.0 -0.4 0.071
H 4.057 5.962 -3.253 -0.1 0.6 1.1 0.058
H 2.204 5.078 -2.913 -0.4 -0.1 0.2 0.072
H 2.120 3.711 -4.077 -0.5 0.5 0.3 0.080
H 0.850 4.976 -4.096 -1.5 -0.1 0.2 0.031
H 4.432 4.019 -6.583 -0.1 0.1 -0.1 0.102
C 6.504 1.467 -5.460 0.1 -1.3 0.5 -0.019
C 6.288 1.027 -4.012 -0.8 0.4 0.2 -0.514
C 5.726 -0.412 -4.084 1.0 -0.1 -1.4 -0.003
C 7.645 1.036 -3.371 1.5 1.1 -0.5 -0.176
C 7.687 0.792 -1.903 0.6 -0.8 1.1 -0.200
C 6.680 1.630 -1.194 -3.2 0.5 1.3 -0.116
C 5.198 1.732 -1.855 2.2 1.0 0.1 -0.472
C 4.329 0.585 -1.418 0.4 0.4 0.7 -0.034
C 4.573 2.993 -1.283 -0.2 0.6 -1.8 -0.042
N 5.414 2.008 -3.312 0.8 -1.5 0.4 -0.045
O 4.159 1.967 -3.981 -0.2 1.0 0.3 -0.063
H 5.596 1.269 -6.010 0.1 0.0 -0.5 0.053
H 6.800 2.474 -5.538 0.1 1.5 0.1 0.072
H 7.381 0.909 -5.825 -0.6 -0.1 -0.3 0.100
H 6.578 -1.009 -4.568 -1.4 0.3 0.8 0.122
H 5.350 -0.843 -3.179 0.4 -0.3 0.7 0.044
H 4.863 -0.439 -4.752 0.1 0.0 -0.3 0.066
H 8.130 0.259 -3.949 0.8 -0.2 0.2 0.108
H 8.199 1.988 -3.563 -0.6 -0.5 -0.2 0.142
H 7.500 -0.289 -1.768 0.0 0.4 0.4 0.120
H 8.640 1.049 -1.365 -0.4 -0.6 -1.1 0.131
H 6.963 2.684 -0.980 0.3 -0.7 -0.5 0.122
H 6.432 1.193 -0.183 0.5 0.4 -0.7 0.114
H 3.996 0.825 -0.412 -0.3 0.2 0.2 0.062
H 4.898 -0.297 -1.239 0.2 -1.1 -0.5 0.067
H 3.471 0.492 -2.040 -0.7 -0.5 -0.6 0.067
H 3.514 3.013 -1.565 -0.1 0.0 0.2 0.074
H 5.027 3.867 -1.808 -0.1 -0.4 0.9 0.098
H 4.663 2.982 -0.218 0.1 0.4 0.7 0.066
H 4.083 2.920 -4.149 -0.6 -0.3 -0.4 0.069
C -0.261 -0.080 2.614 0.6 -1.5 0.3 -0.031
C -0.903 -0.051 1.261 -0.9 0.7 0.9 -0.491
C -1.336 -1.480 0.967 0.1 -0.6 1.6 -0.018
C -2.162 0.845 1.461 -0.6 -0.2 -1.7 -0.107
C -2.910 1.061 0.134 -1.8 -0.3 1.3 -0.212
C -1.990 1.661 -0.847 1.2 0.7 -2.0 -0.129
C -0.565 0.941 -1.045 -1.6 -0.2 1.4 -0.436
C -0.825 -0.359 -1.858 0.2 2.4 -1.0 -0.014
C 0.338 1.972 -1.697 0.1 0.5 1.6 -0.025
N -0.013 0.627 0.318 0.0 0.6 -0.7 -0.047
O 1.098 -0.221 0.061 0.4 -0.6 0.0 -0.029
H -0.961 -0.561 3.315 0.4 0.3 0.0 0.074
H 0.684 -0.625 2.619 -0.1 -0.4 -0.1 0.061
H 0.005 0.887 2.910 0.1 1.7 0.7 0.061
H -0.529 -2.220 1.103 0.0 0.5 -0.4 0.095
H -2.082 -1.783 1.737 0.3 0.3 -0.5 0.081
H -1.785 -1.544 0.024 -0.6 -0.6 -1.1 0.028
H -2.823 0.428 2.217 0.1 -0.2 0.1 0.089
H -1.975 1.880 1.726 0.9 0.0 0.7 0.091
H -3.502 0.219 -0.217 0.5 -0.7 -0.2 0.098
H -3.760 1.755 0.339 0.6 0.1 -0.1 0.108
H -1.796 2.698 -0.509 0.1 -0.4 -0.3 0.102
H -2.485 1.747 -1.875 0.7 -0.1 1.2 0.147
H -1.022 0.070 -2.865 0.1 -0.9 0.2 0.098
H -1.717 -0.797 -1.491 -0.9 -0.4 -0.1 0.043
H -0.037 -1.091 -1.856 0.4 0.1 -0.1 0.047
H -0.074 2.313 -2.619 -0.1 0.1 -0.9 0.076
H 1.343 1.625 -1.770 0.7 -0.5 -0.6 0.051
H 0.444 2.859 -1.028 -0.4 -0.5 -0.3 0.087
H 1.889 0.176 0.449 -0.4 0.2 0.1 0.072
C -4.086 2.223 5.755 -0.9 0.4 0.2 -0.075
O -5.093 2.807 4.934 0.0 0.1 -0.1 -0.204
C -5.789 1.892 4.100 1.2 0.7 -0.7 -0.179
C -6.749 2.702 3.197 1.2 0.4 0.8 -0.433
C -8.033 3.021 3.905 0.7 1.6 0.8 -0.052
N -6.929 1.956 1.975 1.0 -0.6 0.2 0.052
H -4.016 1.159 5.593 0.1 -0.4 -0.1 0.051
H -4.365 2.396 6.806 0.3 0.0 -0.2 0.101
H -3.139 2.686 5.511 0.3 0.1 0.1 0.070
H -5.050 1.368 3.439 -0.4 0.2 0.3 0.121
H -6.244 1.150 4.735 -0.7 -0.5 0.0 0.124
H -6.231 3.681 3.021 -0.2 -0.6 0.0 0.134
H -8.483 2.146 4.294 -0.7 -0.9 0.3 0.069
H -8.713 3.615 3.309 -0.3 -0.2 -0.4 0.076
H -7.773 3.705 4.750 -0.2 -0.7 -0.4 0.101
H -7.679 2.342 1.458 -0.5 0.4 -0.9 0.078
H -6.041 1.973 1.461 -0.7 0.1 -0.2 0.089
C 3.457 -3.293 -2.683 0.2 -1.9 0.0 -0.115
O 2.295 -3.478 -3.445 -0.8 -1.1 0.5 -0.198
C 1.209 -3.626 -2.538 0.4 -0.4 1.3 -0.231
C -0.068 -3.997 -3.232 -1.4 0.2 -1.6 -0.422
C -1.256 -4.166 -2.248 0.4 1.1 0.3 -0.046
N 0.018 -5.146 -4.186 0.7 0.1 -0.1 0.033
H 4.294 -3.318 -3.353 0.5 0.5 -0.4 0.085
H 3.648 -4.147 -1.966 -0.4 0.8 -0.4 0.099
H 3.333 -2.384 -2.160 0.5 1.2 0.9 0.062
H 1.401 -4.415 -1.760 0.3 0.4 -0.5 0.136
H 1.117 -2.671 -1.963 -0.2 -0.5 -0.3 0.114
H -0.325 -3.064 -3.810 0.1 -0.9 0.0 0.130
H -1.356 -5.151 -1.822 0.3 -0.6 0.1 0.045
H -2.271 -3.913 -2.658 1.1 0.0 0.2 0.092
H -0.980 -3.485 -1.404 -0.8 -0.4 -0.4 0.068
H 0.884 -5.140 -4.772 -1.1 0.1 1.0 0.078
H -0.114 -6.097 -3.793 0.2 1.2 0.0 0.071
C -2.912 -8.981 -0.645 -0.7 -0.7 0.4 -0.120
O -3.042 -8.269 0.550 -0.4 1.0 0.4 -0.204
C -2.488 -6.964 0.447 0.3 0.2 1.0 -0.203
C -2.407 -6.313 1.870 -0.5 0.1 -1.2 -0.433
C -1.779 -4.900 1.845 0.8 -1.1 -1.3 -0.054
N -1.525 -7.197 2.619 -0.4 -0.8 -0.4 0.045
H -3.324 -8.491 -1.526 0.3 0.5 -0.1 0.089
H -3.537 -9.856 -0.506 0.1 -0.4 -0.1 0.088
H -1.883 -9.281 -0.758 0.5 -0.1 -0.5 0.086
H -1.446 -7.107 0.114 -0.1 0.5 -0.2 0.122
H -3.073 -6.358 -0.258 0.1 0.0 0.0 0.119
H -3.442 -6.230 2.267 0.3 -0.3 0.0 0.135
H -1.694 -4.546 2.880 0.4 -0.1 -0.4 0.042
H -2.365 -4.151 1.278 0.3 -0.5 0.2 0.050
H -0.779 -5.108 1.302 -1.2 1.0 1.2 0.109
H -1.839 -8.171 2.455 0.3 0.8 0.4 0.087
H -1.601 -6.992 3.597 0.1 -0.1 0.6 0.044
C 6.134 -0.010 2.727 1.1 0.2 0.1 -0.122
O 4.782 0.249 2.629 -1.0 -0.1 0.1 -0.213
C 4.363 1.090 3.677 -1.3 0.9 -0.7 -0.197
C 2.907 1.517 3.406 0.7 -1.0 1.4 -0.437
C 2.797 2.444 2.244 -0.8 -1.3 -1.8 -0.041
N 2.463 2.175 4.638 1.4 0.2 -0.4 0.076
H 6.655 0.931 2.929 0.2 0.1 0.0 0.090
H 6.473 -0.347 1.745 0.1 -0.5 0.4 0.087
H 6.344 -0.674 3.585 0.1 -0.2 -0.6 0.105
H 4.426 0.672 4.672 0.2 -0.7 0.2 0.112
H 4.990 1.978 3.685 0.2 0.4 0.0 0.123
H 2.330 0.596 3.297 0.0 -0.1 -0.6 0.097
H 2.997 1.916 1.263 0.1 0.4 1.1 0.075
H 3.540 3.208 2.364 -0.1 0.9 -0.1 0.085
H 1.743 2.748 2.103 0.5 0.5 0.3 0.072
H 1.605 2.617 4.466 -1.4 0.7 0.0 0.030
H 2.363 1.509 5.378 -0.2 -0.3 0.4 0.065

Entry 2:
12
Properties=species:S:1:pos:R:3:forces:R:3:lowdin_charge:R:1 method="wB97M-V/def2-TZVPD" smiles="C=C1CSNC1=S" largest_force_ev_per_a=3.43 lumo_energy_ev=-0.27 homo_energy_ev=-8.111 e_tot_ha=-1006.49161
C 0.813 1.622 -0.065 -1.2 1.1 -0.1 0.082
C 0.225 0.436 -0.043 0.4 1.0 0.3 -0.434
C -1.224 0.371 0.136 -3.4 -0.2 -0.4 -0.391
S -1.748 -1.421 0.065 0.2 1.2 -0.1 0.872
N -0.106 -1.792 -0.187 0.3 -1.8 -0.3 -0.364
C 0.868 -0.859 -0.081 1.0 -2.2 0.6 -0.848
S 2.484 -1.306 0.105 -1.1 0.7 -0.4 0.587
H 1.877 1.661 0.042 0.4 0.4 -0.4 0.057
H 0.117 2.539 -0.142 1.6 -1.4 0.3 0.116
H -1.784 0.866 -0.733 0.7 -0.3 1.6 0.110
H -1.564 0.700 1.159 0.4 0.1 -1.3 0.100
H 0.042 -2.816 -0.256 0.7 1.3 0.1 0.112